Arrangement one

Below is an isolated ion of composition C5H8N2 and charge +2, with properties calculated with ωB97M-V/def2-TZVPD.

```
15
C5H8N2, DFT ωB97M-V/def2-TZVPD
C 2.048 0.122 -0.043
C -2.047 0.224 0.023
C 2.996 -0.503 -0.770
C -3.024 -0.632 -0.516
C 0.033 1.070 1.257
N 1.237 0.589 0.657
N -1.011 0.574 0.436
H 3.873 -0.906 -0.289
H 2.426 -1.174 -1.335
H 3.548 0.220 -1.356
H -3.036 -0.805 -1.543
H -2.954 -1.439 0.234
H -4.155 -0.398 -0.417
H 0.111 2.343 1.279
H -0.047 0.716 2.384
```

Its structure (SMILES) is CC#[N+]C[N+]#CC. The charge is +2. Its LUMO energy is -0.3237 Ha.

---

Arrangement two

Below is an isolated ion of composition C5H8N2 and charge +2, with properties calculated with ωB97M-V/def2-TZVPD.

```
15
C5H8N2, DFT ωB97M-V/def2-TZVPD
C -0.167 -0.720 0.302
C -0.442 -0.695 -0.975
C -0.312 0.403 -1.838
C 0.468 -0.632 2.816
C -0.587 0.478 -3.158
N 0.296 -0.223 1.549
N 1.009 0.230 3.587
H -0.997 -1.559 -1.230
H -0.088 1.374 -1.454
H 0.223 -1.547 3.302
H 0.329 0.981 -3.476
H -1.203 1.262 -3.532
H -0.867 -0.420 -3.786
H 0.884 0.001 4.636
H 1.454 1.069 3.255
```

Its structure (SMILES) is C/C=C/C#[N+]C=[NH2+]. The charge is +2. Its LUMO energy is -0.4006 Ha.

---

Top of the stability list: arrangement one, leading by 28.8 kcal/mol.

---

Arrangement one

Below is C37H22Cl5N9O3Tl as an isolated structure, with properties calculated with ωB97M-V/def2-TZVPD.

```
77
C37H22Cl5N9O3Tl, DFT ωB97M-V/def2-TZVPD
Tl 0.017 0.562 1.303
O 2.329 2.497 -1.944
C 2.056 3.775 -1.617
C 2.206 4.735 -2.618
C 1.935 6.060 -2.351
C 1.501 6.468 -1.086
C 1.343 5.526 -0.099
C 1.620 4.170 -0.342
C 1.382 3.170 0.696
O 1.721 1.952 0.510
N 0.773 3.575 1.830
N 0.332 2.524 2.498
C 0.001 2.552 3.731
C -0.458 1.306 4.356
C -0.864 1.267 5.683
C -1.220 0.053 6.239
C -1.156 -1.102 5.468
C -0.748 -0.985 4.154
N -0.409 0.191 3.619
H 2.164 1.943 -1.155
H 2.537 4.408 -3.596
H 2.060 6.793 -3.138
H 1.292 7.510 -0.888
H 1.003 5.808 0.888
H 0.113 3.455 4.324
H -0.892 2.182 6.262
H -1.544 0.004 7.271
H -1.419 -2.068 5.873
H -0.687 -1.849 3.501
C 4.411 -0.574 2.313
C 3.132 -0.049 2.376
N 2.140 -0.607 1.697
C 2.393 -1.671 0.945
C 3.687 -2.170 0.871
N 4.690 -1.629 1.553
C 1.226 -2.268 0.231
C 1.338 -3.357 -0.616
C 0.205 -3.837 -1.258
C -1.004 -3.193 -1.020
C -1.036 -2.095 -0.184
N 0.058 -1.674 0.446
C -2.287 -1.326 0.065
C -3.431 -1.478 -0.708
N -4.557 -0.827 -0.439
C -4.551 -0.014 0.612
C -3.401 0.192 1.357
N -2.277 -0.455 1.072
C 0.285 -4.989 -2.188
C 1.096 -6.080 -1.909
C 1.130 -7.133 -2.810
N 0.428 -7.155 -3.943
C -0.341 -6.099 -4.205
C -0.451 -5.002 -3.364
H 5.225 -0.132 2.873
H 2.903 0.837 2.957
H 3.933 -3.021 0.250
H 2.297 -3.813 -0.815
H -1.907 -3.558 -1.487
H -3.439 -2.118 -1.581
H -5.472 0.503 0.851
H -3.376 0.901 2.177
H 1.672 -6.133 -0.992
H 1.747 -8.001 -2.611
H -0.898 -6.130 -5.134
H -1.073 -4.160 -3.648
Cl -3.494 3.238 -4.927
C -2.556 2.452 -3.721
C -2.588 2.892 -2.405
Cl -3.581 4.221 -1.952
C -1.810 2.258 -1.443
Cl -1.847 2.806 0.203
C -0.969 1.175 -1.737
O -0.212 0.546 -0.874
C -0.982 0.733 -3.075
Cl 0.007 -0.635 -3.461
C -1.746 1.360 -4.048
Cl -1.703 0.787 -5.666
```

The charge is +1. Its LUMO energy is -0.1469 Ha.

---

Arrangement two

Below is C37H22Cl5N9O3Tl as an isolated structure, with properties calculated with ωB97M-V/def2-TZVPD.

```
77
C37H22Cl5N9O3Tl, DFT ωB97M-V/def2-TZVPD
Tl 0.056 -0.086 0.170
O 2.334 3.590 -1.516
C 3.456 2.994 -1.975
C 4.342 3.786 -2.703
C 5.508 3.241 -3.197
C 5.821 1.898 -2.980
C 4.946 1.111 -2.267
C 3.752 1.639 -1.754
C 2.821 0.776 -1.017
O 1.770 1.300 -0.499
N 3.115 -0.519 -0.902
N 2.133 -1.150 -0.248
C 2.315 -2.360 0.127
C 1.256 -3.040 0.879
C 1.377 -4.363 1.284
C 0.341 -4.937 2.002
C -0.781 -4.177 2.303
C -0.827 -2.867 1.859
N 0.165 -2.321 1.155
H 1.828 2.906 -1.035
H 4.090 4.826 -2.863
H 6.188 3.868 -3.760
H 6.742 1.483 -3.363
H 5.164 0.069 -2.081
H 3.261 -2.859 -0.061
H 2.272 -4.920 1.040
H 0.409 -5.966 2.327
H -1.601 -4.583 2.878
H -1.675 -2.230 2.076
C -0.865 -3.409 -3.040
C -0.517 -2.713 -1.894
N -0.869 -1.441 -1.722
C -1.565 -0.856 -2.695
C -1.873 -1.562 -3.855
N -1.533 -2.830 -4.028
C -1.997 0.549 -2.481
C -2.899 1.168 -3.330
C -3.275 2.481 -3.082
C -2.745 3.104 -1.963
C -1.879 2.409 -1.135
N -1.491 1.156 -1.410
C -1.347 3.030 0.102
C -1.919 4.139 0.715
N -1.384 4.685 1.799
C -0.269 4.131 2.265
C 0.284 2.998 1.684
N -0.276 2.449 0.612
C -4.219 3.190 -3.976
C -5.378 2.570 -4.424
C -6.234 3.282 -5.250
N -6.001 4.529 -5.650
C -4.885 5.114 -5.221
C -3.969 4.494 -4.383
H -0.589 -4.448 -3.162
H 0.050 -3.188 -1.111
H -2.397 -1.091 -4.675
H -3.306 0.652 -4.188
H -3.014 4.126 -1.737
H -2.835 4.585 0.347
H 0.189 4.588 3.133
H 1.169 2.522 2.084
H -5.628 1.561 -4.119
H -7.152 2.829 -5.605
H -4.711 6.127 -5.565
H -3.070 5.015 -4.077
Cl -4.284 0.387 6.339
C -3.069 0.327 5.128
C -3.417 0.263 3.787
Cl -5.067 0.233 3.308
C -2.419 0.225 2.818
Cl -2.833 0.096 1.134
C -1.054 0.254 3.131
O -0.081 0.254 2.255
C -0.731 0.300 4.501
Cl 0.940 0.313 4.914
C -1.714 0.342 5.478
Cl -1.266 0.414 7.132
```

The charge is +1. Its LUMO energy is -0.1461 Ha.

---

Top of the stability list: arrangement one, leading by 4.5 kcal/mol.